No. 1
The following is a DFT calculation (the ωB97M-V functional and the def2-TZVPD basis) of one molecule with the formula C2H6N2O at a distorted geometry.

Each line ends with the Löwdin charge.
Element x y z (Å)
N: -1.85834 -0.48466 -0.21917  -0.070
N: -1.28173 0.68030 -0.05935  -0.054
C: -0.01433 0.67029 0.25914  -0.240
C: 0.85638 -0.43028 0.44032  -0.219
O: 2.16411 -0.03719 -0.32094  -0.176
H: -2.85394 -0.50635 -0.20024  0.065
H: -1.38777 -1.56588 0.02251  0.189
H: 0.34466 1.66418 0.37190  0.097
H: 1.18438 -0.78705 1.56835  0.173
H: 0.44121 -1.33978 -0.08830  0.088
H: 1.88675 0.02281 -1.35387  0.146

## Properties
Orbital gap = 9.38 eV
SMILES = N/N=C\CO
HOMO = -8.56 eV
ΔE to the lowest compared entry with this formula, charge and spin = 397.55 kJ/mol

***

No. 2
The following is a DFT calculation (the ωB97M-V functional and the def2-TZVPD basis) of a 3-piece molecular cluster, C5H12NO overall at a distorted geometry.

Each line ends with the Löwdin charge.
Element x y z (Å)
C: 1.58782 0.38783 1.15306  0.077
C: 1.74414 0.89456 -0.26708  -0.216
C: 1.64330 0.08992 -1.55306  0.029
C: -0.39367 2.01954 0.67638  0.186
C: -3.44105 -0.03484 -0.58860  -0.080
N: 0.66683 1.35274 0.52689  -0.040
O: -2.31118 0.38596 -0.53323  -0.055
H: 0.93705 -0.39885 1.25234  0.107
H: 2.14322 0.79661 2.01548  0.151
H: 2.64468 1.46792 -0.47218  0.167
H: 1.40305 0.84655 -2.25727  0.098
H: 0.99483 -0.64979 -1.37636  0.055
H: 2.56818 -0.23775 -1.75164  0.060
H: -0.92326 2.22836 1.57893  0.120
H: -0.80086 2.35970 -0.34565  0.150
H: -0.28944 -5.31126 1.25128  -0.004
H: -0.36146 -5.70647 1.86563  0.004
H: -3.48368 -1.12281 -0.67293  0.090
H: -4.32847 0.63208 -0.50200  0.104

## Properties
Orbital gap = 9.43 eV
HOMO = -13.82 eV
Charge = +1
ΔE to the lowest compared entry with this formula, charge and spin = 468.82 kJ/mol

***

No. 3
The following is a DFT calculation (the ωB97M-V functional and the def2-TZVPD basis) of CH7O2 as an isolated structure at a distorted geometry.

Each line ends with the Löwdin spin population.
Element x y z (Å)
O: 1.85885 -0.19687 0.61984  0.300
H: 2.66747 -0.74119 0.38965  0.135
H: 1.94284 -0.20134 1.67670  0.182
H: 0.92539 0.25238 0.02076  0.039
C: -1.51965 -0.05973 -0.23227  0.103
O: -0.14670 0.57308 -0.45751  0.146
H: -1.41828 -0.78777 0.54971  0.026
H: -2.31255 0.67122 0.16571  0.007
H: -1.93756 -0.19307 -1.25176  0.014
H: -0.05981 0.68329 -1.48084  0.048

## Properties
Orbital gap (spin up / spin down) = 4.09 / 12.57 eV
HOMO (spin up / spin down) = -3.72 / -12.33 eV
ΔE to the lowest compared entry with this formula, charge and spin = 89.58 kJ/mol
2S+1 = 2

***

No. 4
The following is a DFT calculation (the ωB97M-V functional and the def2-TZVPD basis) of an isolated ion of composition C11H17N2 and charge +1 at a distorted geometry.

Each line ends with the Löwdin charge.
Element x y z (Å)
C: -2.12774 -2.16468 -0.25243  -0.024
C: -0.91145 -2.62521 -0.84077  -0.040
C: -2.21222 -0.93110 0.40431  -0.025
C: 0.20311 -1.80465 -0.69194  -0.021
C: -1.07981 -0.09382 0.47538  -0.173
C: 0.14735 -0.52935 -0.05330  -0.200
C: -1.26991 1.30923 1.00261  -0.125
C: -2.58871 2.04559 0.55500  -0.289
C: 1.27313 0.33322 0.10363  0.096
C: 3.21251 0.63555 -1.05793  0.002
C: 3.05952 -0.47298 1.25090  0.026
N: -2.86224 1.72329 -0.82672  0.015
N: 2.55812 -0.26408 -0.10455  -0.250
H: -3.21891 -2.64708 -0.42000  0.171
H: -0.78928 -3.57885 -1.41331  0.130
H: -3.28756 -0.59727 0.81584  0.172
H: 1.15935 -2.02966 -1.18499  0.108
H: -1.30749 1.30306 2.09430  0.128
H: -0.52186 1.94440 0.37091  0.133
H: -3.47322 1.68210 1.13570  0.111
H: -2.60419 3.07165 0.82471  0.095
H: 3.48250 1.53367 -0.57336  0.098
H: 4.18572 0.24488 -1.40342  0.119
H: 2.70109 0.77040 -2.00919  0.119
H: 4.05422 -0.65198 1.14677  0.078
H: 2.81831 0.27494 1.96946  0.108
H: 2.56952 -1.35264 1.74735  0.142
H: -3.58430 2.31561 -1.09629  0.054
H: -2.00500 1.75511 -1.36775  0.081
H: 2.41942 -1.19936 -0.60090  0.160

## Properties
Orbital gap = 7.02 eV
HOMO = -11.97 eV
Charge = +1
ΔE to the lowest compared entry with this formula, charge and spin = 556.30 kJ/mol

***

No. 5
The following is a DFT calculation (the ωB97M-V functional and the def2-TZVPD basis) of C28H39BrFeGeN3O5 as an isolated structure at a distorted geometry.

Each line ends with the Löwdin spin population.
Element x y z (Å)
Fe: -0.14433 1.29369 0.23207  0.916
C: 0.06909 5.05775 -0.99014  0.000
C: 0.15674 3.80065 -1.84483  0.000
C: -0.53396 4.00557 -3.18701  0.000
C: 1.61363 3.42682 -2.07136  0.000
O: -0.51704 2.75389 -1.12361  -0.007
Ge: -2.08242 1.81171 -1.51145  0.000
O: -0.92046 0.26881 -1.24496  0.016
C: -0.89541 -0.97543 -1.95287  0.000
C: 0.39761 -1.03736 -2.75615  0.001
C: -2.10072 -1.04707 -2.88421  0.000
C: -0.97288 -2.12570 -0.96081  0.000
O: -2.17287 1.60468 0.38294  -0.005
C: -3.16299 2.17234 1.26237  0.000
C: -2.50471 3.09711 2.27712  0.000
C: -4.17970 2.96281 0.44446  0.000
C: -3.86861 1.02959 1.97994  0.000
H: 0.65402 5.86676 -1.43413  0.000
H: 0.45440 4.84140 0.00789  0.000
H: -0.96945 5.38621 -0.89566  0.000
H: -0.03868 4.80577 -3.73913  0.000
H: -1.58416 4.27666 -3.05378  0.000
H: -0.48873 3.09216 -3.78698  0.000
H: 2.10394 4.20396 -2.66215  0.000
H: 1.68652 2.47260 -2.59779  0.000
H: 2.13074 3.31377 -1.12046  0.000
H: 0.42401 -0.23092 -3.49264  0.000
H: 0.47878 -1.99243 -3.28305  0.000
H: 1.25827 -0.91848 -2.09305  0.000
H: -2.07303 -0.24621 -3.62617  0.000
H: -3.03026 -0.95114 -2.31684  0.000
H: -2.11013 -2.00500 -3.40738  0.000
H: -0.05757 -2.20514 -0.37092  0.000
H: -1.11826 -3.07157 -1.48665  0.000
H: -1.81569 -1.97209 -0.28341  0.000
H: -1.94848 3.88472 1.76776  0.000
H: -1.79407 2.54848 2.89416  0.000
H: -3.26886 3.54558 2.91684  0.000
H: -3.69338 3.78313 -0.09076  0.000
H: -4.93508 3.38669 1.10745  0.000
H: -4.68232 2.32524 -0.28648  0.000
H: -3.16659 0.48254 2.61038  0.000
H: -4.30321 0.33586 1.25609  0.000
H: -4.66713 1.41508 2.61703  0.000
Br: -0.32368 -6.62055 -2.18928  0.000
C: 0.86249 -5.90216 -0.90508  0.001
C: 1.45489 -4.66977 -1.14101  0.000
C: 2.32975 -4.13938 -0.20969  0.001
C: 2.62632 -4.84055 0.96094  0.000
C: 2.04854 -6.08904 1.16029  0.001
C: 1.15436 -6.61879 0.24170  0.000
N: 3.52399 -4.42189 1.99050  0.003
N: 4.07904 -3.28846 1.96630  -0.002
C: 3.40602 -2.11135 1.67430  0.001
C: 4.20420 -1.07545 1.19818  -0.002
C: 3.67278 0.05651 0.57919  0.000
C: 2.29848 0.21995 0.49451  -0.002
O: 1.68521 1.11348 -0.23289  -0.008
C: 1.48519 -0.67167 1.26414  0.000
N: 0.19324 -0.25033 1.44540  -0.012
C: -0.63693 -1.05030 2.06822  -0.001
C: -0.24786 -2.30675 2.55294  -0.001
C: 1.05759 -2.70207 2.44221  0.000
C: 1.99042 -1.86715 1.79230  -0.001
H: 1.23145 -4.12605 -2.04798  0.000
H: 2.80473 -3.18784 -0.41187  0.000
H: 2.31523 -6.64316 2.05174  0.000
H: 0.69905 -7.58500 0.41093  0.000
H: 5.27655 -1.22908 1.22450  0.000
H: 4.31077 0.79895 0.11522  0.000
H: -1.63851 -0.67335 2.22748  0.000
H: -0.97881 -2.93346 3.04514  0.000
H: 1.37517 -3.64322 2.86915  0.000
C: 1.25721 2.38356 2.45942  0.008
O: 0.23678 2.48576 1.49864  0.089
H: 1.15896 3.22544 3.14845  -0.002
H: 2.25362 2.43016 2.00472  0.004
H: 1.20718 1.45951 3.04961  0.003

## Properties
Orbital gap (spin up / spin down) = 6.39 / 6.38 eV
HOMO (spin up / spin down) = -7.30 / -7.29 eV
ΔE to the lowest compared entry with this formula, charge and spin = 104.53 kJ/mol
2S+1 = 2

***

No. 6
The following is a DFT calculation (the ωB97M-V functional and the def2-TZVPD basis) of C18H31N2OPReSi as an isolated structure at a distorted geometry.

Each line ends with the Löwdin spin population.
Element x y z (Å)
Re: -0.14655 0.25696 0.01842  1.718
Si: 2.09052 0.40459 -0.66587  0.130
P: -0.71744 0.58989 -2.14806  0.078
N: -0.37558 -1.51654 -0.09193  0.348
H: -0.62470 2.32908 1.78497  0.012
C: -2.51496 0.76643 -2.44110  0.017
H: -2.71697 0.93282 -3.50839  0.002
H: -2.91149 1.60500 -1.85264  0.000
H: -3.01219 -0.15830 -2.11970  0.000
C: -0.05107 2.06474 -3.01571  0.015
H: -0.48624 2.09850 -4.02305  0.002
H: 1.04077 1.99750 -3.09190  0.000
H: -0.32308 2.97265 -2.46315  0.001
C: -0.31146 -0.75138 -3.34212  0.002
H: -0.52764 -0.39299 -4.35758  0.000
H: -0.92796 -1.63322 -3.12401  0.000
H: 0.74807 -1.02106 -3.26406  0.000
C: 2.97289 2.05369 -0.41490  0.035
H: 2.81995 2.43535 0.60093  0.001
H: 2.61948 2.78792 -1.14936  0.000
H: 4.04392 1.87264 -0.56963  0.004
H: 2.93278 -0.58664 0.07030  0.013
H: 2.38295 0.10020 -2.09818  0.004
C: -0.39429 -2.83913 -0.33626  0.041
C: -1.53167 -4.99550 -0.26260  -0.007
C: -1.56815 -3.61955 -0.08838  0.080
C: 0.77756 -3.49317 -0.84372  0.084
C: 0.78074 -4.86874 -1.01160  -0.004
C: -0.36027 -5.62362 -0.71079  0.095
H: -2.42850 -5.58148 -0.05206  -0.003
H: -2.45815 -3.07966 0.24348  0.006
H: 1.64390 -2.85831 -1.06988  0.004
H: 1.68196 -5.35567 -1.38680  -0.002
H: -0.34587 -6.70561 -0.84113  0.006
C: -1.36016 2.68044 1.01398  0.042
O: -1.66391 1.53864 0.26411  0.139
C: -2.67375 3.13297 1.66174  0.007
H: -2.63631 4.20918 1.86370  0.001
H: -2.79660 2.58325 2.59724  0.000
H: -3.53365 2.94147 1.00435  0.000
C: -0.70145 3.81229 0.22331  0.017
H: -1.29386 4.08767 -0.66223  0.000
H: 0.32799 3.58354 -0.08485  0.010
H: -0.66547 4.69977 0.86929  0.000
C: 1.91065 -0.52785 4.59015  0.015
C: 1.89176 0.75447 4.04494  -0.002
C: 1.32614 0.96494 2.78240  0.026
N: 0.71854 -0.04221 2.11050  0.036
C: 0.64584 -1.26748 2.68001  0.021
C: 1.29280 -1.55699 3.88652  -0.001
H: 2.38955 -0.72087 5.54721  0.001
H: 2.31350 1.60963 4.57642  -0.001
H: 1.35048 1.94274 2.28183  0.007
H: 0.08229 -2.02733 2.13356  0.003
H: 1.27433 -2.58564 4.24231  0.000

## Properties
Orbital gap (spin up / spin down) = 5.90 / 6.96 eV
HOMO (spin up / spin down) = -5.74 / -7.56 eV
2S+1 = 4

***

The records above give, respectively, E values of -264.43590; -327.28102; -192.58692; -538.42877; -7545.47321; -1598.28598 hartree.